1.
The following is a DFT calculation (ωB97M-V/def2-TZVPD) of a 2-piece molecular cluster, C5H10O2 overall.

Geometry (Å):
O -0.6685 -2.2509 -0.0755
C -1.2991 -1.1033 0.4790
C -0.2603 -0.1063 0.9061
C 0.9651 -0.1131 -0.9262
C 1.4621 1.2273 -0.7418
O 0.6233 2.1766 -0.6293
C -0.5259 1.2369 0.9456
H -1.3415 -2.9295 -0.2074
H -1.9855 -0.6339 -0.2455
H -1.8953 -1.3932 1.3568
H 0.5206 -0.5036 1.5503
H 1.6214 -0.9822 -0.8783
H 0.0437 -0.2390 -1.4837
H 1.6485 0.8193 -1.8788
H 2.4888 1.2908 -0.3424
H -1.4365 1.6396 0.5187
H 0.0150 1.8986 1.6072

Force components x, y, z for each atom (eV/Å):
-0.1 -0.2 -0.1
-0.2 0.3 0.2
-0.1 0.2 0.2
-0.1 -0.1 0.1
0.2 -0.1 -0.1
0.1 0.0 0.0
-0.1 -0.2 0.2
0.2 0.1 0.0
0.1 -0.1 0.1
0.0 0.0 -0.1
-0.1 0.0 0.0
0.0 0.2 0.0
0.1 0.1 0.0
0.1 -0.2 -0.4
-0.2 0.1 0.1
0.0 0.0 0.0
0.0 -0.1 -0.1

## Properties
* relative energy (zero: lowest compared OMol25 entry of this formula, charge and spin): 128.5 kcal per mole
* LUMO level: 0.0282 Ha
* highest occupied orbital energy: -0.32447 Eh
* HOMO-LUMO gap: 9.60 eV
* charge: 0
* DFT total energy: -346.82065 Eh

---

2.
The following is a DFT calculation (ωB97M-V/def2-TZVPD) of a 2-piece molecular cluster, C3H4N2O2 overall in a non-equilibrium geometry.

Geometry (Å):
C -0.1396 -0.8131 1.0290
N -0.1462 -1.4936 -0.0385
N 0.9353 -1.4543 -0.9331
O 0.8285 -0.8762 -1.9877
O 1.8506 -2.1677 -0.5970
H -0.9120 -0.9654 1.6217
H 0.5067 -0.1057 1.4358
C -0.8628 2.1257 0.4270
C -0.6405 1.8011 -0.6962
H -0.8808 2.0343 1.4686
H -0.5393 1.9150 -1.7296

Force components x, y, z for each atom (eV/Å):
2.0 -0.6 -3.1
-0.7 0.3 0.2
0.8 -0.2 0.1
-0.5 0.2 0.4
0.4 0.0 -0.1
-3.9 -0.9 2.5
1.9 1.0 -0.2
0.3 -0.8 0.9
-0.2 1.0 -0.8
-0.3 0.5 0.9
0.2 -0.5 -1.0

## Properties
* relative energy (zero: lowest compared OMol25 entry of this formula, charge and spin): 195.8 kcal per mole
* LUMO level: 0.0065 Ha
* highest occupied orbital energy: -0.40373 Eh
* HOMO-LUMO gap: 11.16 eV
* SMILES: C=N[N+](=O)[O-].C#C
* charge: 0
* DFT total energy: -376.45174 Eh

---

3.
The following is a DFT calculation (ωB97M-V/def2-TZVPD) of a 2-piece molecular cluster, C30H38O4 overall in a non-equilibrium geometry.

Geometry (Å):
C 3.3167 -2.9114 3.7185
C 1.8177 -2.8719 3.8330
O 1.4486 -1.5481 3.4051
C 0.1259 -1.2996 3.4588
C -0.3011 0.0788 3.2460
C -1.7665 0.3841 3.3056
C -2.5545 -0.5287 2.3549
C -4.0618 -0.3106 2.4245
C -4.5845 -0.4486 3.8567
C -3.8344 0.4864 4.8059
C -2.3242 0.2555 4.7428
C 0.5837 1.2216 3.3078
O 0.1415 2.3677 3.4135
O 1.9057 0.9684 3.2300
C 2.7750 2.0618 3.6028
C 4.1722 1.5083 3.5082
O -0.6758 -2.2099 3.6944
H 3.6992 -3.8830 4.0322
H 3.6385 -2.7348 2.6878
H 3.7776 -2.1445 4.3488
H 1.3477 -3.6277 3.1894
H 1.4977 -3.0232 4.8734
H -1.8511 1.4331 2.9924
H -2.1617 -0.3883 1.3360
H -2.3083 -1.5486 2.6750
H -4.2808 0.6982 2.0510
H -4.5595 -1.0251 1.7602
H -5.6605 -0.2432 3.8882
H -4.4509 -1.4867 4.1922
H -4.0388 1.5294 4.5282
H -4.1799 0.3469 5.8356
H -2.0744 -0.7626 5.0716
H -1.7817 0.9634 5.3843
H 2.6273 2.9092 2.9179
H 2.5440 2.3704 4.6330
H 4.9011 2.2816 3.7564
H 4.3080 0.6769 4.2084
H 4.3920 1.1370 2.5018
C -2.5077 -2.3363 -3.5469
C -1.6590 -1.3855 -2.7665
C -0.5597 -1.8521 -2.0296
C 0.2159 -0.9769 -1.2830
C -0.0687 0.4184 -1.2514
C 0.7410 1.3174 -0.4873
C 0.5939 2.7001 -0.5503
C 1.3435 3.6496 0.1361
C 1.0563 5.0499 0.0961
C 1.8831 5.9854 0.7841
C 1.6026 7.3438 0.7654
C 0.4937 7.8365 0.0607
C 0.1887 9.2992 0.0617
C -0.3214 6.9387 -0.6415
C -0.0571 5.5779 -0.6283
C -1.1818 0.8715 -2.0239
C -1.9518 -0.0156 -2.7590
H -3.3186 -1.7988 -4.0434
H -1.9280 -2.8610 -4.3148
H -2.9542 -3.1000 -2.9000
H -0.3195 -2.9172 -2.0501
H 1.0727 -1.3373 -0.7107
H 1.5418 0.8931 0.1211
H -0.1728 3.0813 -1.2219
H 2.2078 3.3209 0.7161
H 2.7482 5.6023 1.3294
H 2.2454 8.0447 1.3025
H -0.7051 9.5005 -0.5326
H 0.0119 9.6715 1.0773
H 1.0154 9.8840 -0.3575
H -1.1753 7.3289 -1.2002
H -0.7177 4.9076 -1.1789
H -1.4422 1.9300 -2.0389
H -2.7990 0.3458 -3.3463

Force components x, y, z for each atom (eV/Å):
0.4 0.0 0.0
0.0 0.3 -0.1
0.2 -0.6 0.1
-1.3 0.5 0.0
1.2 -0.1 0.0
-0.2 0.0 -0.1
0.2 -0.2 0.2
0.2 0.1 -0.1
0.0 0.0 0.0
0.2 0.0 0.0
0.3 -0.1 -0.2
-1.7 -0.5 -0.2
0.8 0.4 -0.1
0.9 0.7 0.1
-0.4 -0.5 -0.1
0.4 -0.1 0.1
0.8 0.1 0.1
0.0 0.0 0.0
-0.1 0.0 0.1
-0.1 -0.1 -0.1
0.0 0.2 0.3
-0.1 0.0 -0.3
-0.2 -0.2 0.0
-0.2 0.0 0.1
-0.3 0.2 -0.4
-0.2 0.0 0.0
-0.1 0.1 0.0
0.1 0.0 0.0
0.0 0.1 -0.1
-0.1 -0.1 0.0
-0.1 0.1 -0.1
-0.2 0.2 0.1
-0.2 -0.1 -0.1
-0.1 -0.1 0.3
0.0 0.1 -0.4
0.0 0.0 0.0
-0.1 0.1 -0.1
-0.1 0.1 0.1
-0.2 -0.1 -0.2
0.3 0.1 0.2
0.1 0.2 0.1
0.0 0.5 0.0
-0.7 -0.6 -0.6
0.3 0.3 0.2
0.1 0.3 0.1
-0.3 -0.9 -0.2
-0.3 1.3 -0.2
-0.3 -0.5 -0.2
-0.1 -0.2 -0.1
0.2 -0.3 0.1
-0.1 0.3 -0.1
0.1 -0.2 0.1
0.4 -0.1 0.3
0.3 -0.2 0.2
0.2 0.1 0.1
0.1 -0.1 0.0
0.0 0.1 0.1
0.1 0.1 0.0
-0.1 0.3 0.1
-0.3 0.0 -0.1
-0.2 0.1 0.0
0.2 -0.1 0.3
-0.3 0.0 0.0
-0.2 0.2 -0.1
-0.2 -0.2 -0.1
0.1 0.1 0.1
0.0 -0.1 -0.1
-0.1 -0.1 0.1
0.2 -0.2 0.2
0.2 0.3 0.2
0.0 -0.4 0.0
0.3 -0.1 0.2

## Properties
* relative energy (zero: lowest compared OMol25 entry of this formula, charge and spin): 12.0 kcal per mole
* LUMO level: -0.1018 Ha
* highest occupied orbital energy: -0.21684 Eh
* HOMO-LUMO gap: 3.13 eV
* charge: 0
* DFT total energy: -1466.82720 Eh

---

4.
The following is a DFT calculation (ωB97M-V/def2-TZVPD) of one molecule with the formula C20H30N4O4.

Geometry (Å):
C -1.9817 7.7100 2.0722
O -1.8677 6.3091 2.2135
C -1.8031 5.5725 1.0615
C -1.8566 6.0984 -0.2238
C -1.7605 5.2560 -1.3180
C -1.6047 3.8755 -1.1872
N -1.5343 3.0702 -2.3061
C -1.5813 3.3490 0.1206
C -1.4478 1.8782 0.3340
O -0.8619 1.1373 -0.4546
N -2.0072 1.3765 1.4622
C -1.8616 -0.0317 1.7871
C -0.4329 -0.3841 2.1846
C -0.2133 -1.8780 2.2574
O -1.1167 -2.4063 3.1987
C -0.1735 -2.5371 0.8481
N 1.2764 -2.6005 0.9972
C 2.3014 -2.9968 0.2134
O 3.4067 -3.2225 0.6772
C 1.9599 -3.1162 -1.2810
N 1.0445 -4.2447 -1.4180
C 1.6944 -5.4967 -1.0558
C 0.3925 -4.3567 -2.7097
C 1.5536 -1.7252 -1.8387
C 3.0366 -1.5021 -2.2090
C 3.2562 -3.0258 -2.1270
C 1.2835 -2.2617 2.4103
C -1.6696 4.2036 1.2151
H -2.0075 8.1134 3.0807
H -1.1248 8.1296 1.5376
H -2.9019 7.9869 1.5497
H -1.9650 7.1606 -0.3891
H -1.8039 5.6801 -2.3147
H -1.1230 2.1618 -2.1524
H -1.2665 3.5303 -3.1588
H -2.5817 1.9687 2.0330
H -2.5549 -0.2781 2.5885
H -2.1531 -0.6169 0.9117
H 0.2550 0.0194 1.4396
H -0.1866 0.0719 3.1476
H -0.9737 -3.3552 3.2762
H -0.6376 -3.5261 0.8052
H -0.5355 -1.9292 0.0186
H 0.9673 -6.3062 -1.1202
H 2.5415 -5.7428 -1.7141
H 2.0718 -5.4514 -0.0346
H -0.2481 -5.2386 -2.6943
H -0.2421 -3.4938 -2.9011
H 1.0929 -4.4686 -3.5520
H 0.9413 -1.8071 -2.7346
H 1.0828 -1.0162 -1.1590
H 3.2347 -1.0234 -3.1660
H 3.5780 -0.9729 -1.4255
H 4.1671 -3.3961 -1.6643
H 3.1177 -3.4964 -3.1021
H 1.9706 -1.4558 2.6722
H 1.4533 -3.1166 3.0731
H -1.5994 3.8183 2.2247

Force components x, y, z for each atom (eV/Å):
0.0 0.0 0.0
0.0 0.0 0.0
0.0 0.0 0.0
0.0 0.0 0.0
0.0 0.0 -0.1
0.0 0.1 0.2
-0.1 -0.1 -0.1
0.0 0.0 -0.1
0.0 -0.1 0.1
0.0 0.1 -0.1
0.1 0.0 0.0
-0.1 0.0 -0.1
0.0 0.0 0.1
0.0 0.0 0.0
0.0 0.0 0.0
0.0 0.1 0.0
0.0 -0.1 -0.1
-0.1 0.0 0.0
0.1 0.2 0.0
0.0 -0.1 0.0
-0.1 0.0 0.0
0.0 0.0 0.0
0.0 0.0 0.0
0.1 0.1 0.0
0.0 0.0 0.0
0.0 -0.1 0.0
0.0 0.0 0.0
0.0 0.0 0.0
0.0 0.0 0.0
0.0 0.0 0.0
0.0 0.0 0.0
0.0 0.0 0.0
0.0 0.0 0.0
0.1 0.0 0.0
0.0 0.0 0.0
0.0 0.0 0.0
0.0 0.0 0.0
0.0 0.0 0.0
0.0 0.0 0.0
0.0 0.0 0.0
0.0 0.0 0.0
0.0 0.0 0.0
0.0 0.0 0.0
0.0 0.0 0.0
0.0 0.0 0.0
0.0 0.0 0.0
0.0 0.0 0.0
0.0 0.0 0.0
0.0 0.0 0.0
0.0 0.0 0.0
0.0 0.0 0.0
0.0 0.0 0.0
0.0 0.0 0.0
0.0 0.0 0.0
0.0 0.0 0.0
0.0 0.0 0.0
0.0 0.0 0.0
0.0 0.0 0.0

## Properties
* relative energy (zero: lowest compared OMol25 entry of this formula, charge and spin): 63.1 kcal per mole
* LUMO level: 0.0246 Ha
* highest occupied orbital energy: -0.28105 Eh
* HOMO-LUMO gap: 8.32 eV
* SMILES: COc1ccc(N)c(C(=O)NCCC2(O)CN(C(=O)C3(N(C)C)CCC3)C2)c1
* charge: 0
* DFT total energy: -1300.06769 Eh